Entry 1:
Density functional theory data (ωB97M-V with the def2-TZVPD basis set) for an isolated ion of composition C7H13N2O and charge +1 in a non-equilibrium geometry.

Each line ends with the natural charge from an NBO analysis.
CARTESIAN COORDINATES (ANGSTROEM)
C  -0.6017  -2.2341  -1.3987  -0.70
C  -0.6120  -0.6883  -1.3817  0.58
O  -1.4293  0.0152  -2.0320  -0.55
C  0.3031  0.2211  -0.5807  0.19
C  1.4673  0.9337  -1.2253  -0.64
N  -0.6013  1.2124  -0.0293  -0.57
C  -1.2596  0.7585  1.2381  -0.23
C  -0.3421  -0.3052  1.7270  -0.13
C  1.1046  0.1880  1.9673  -0.29
N  0.7455  -0.6437  0.8328  -0.34
H  -1.1007  -2.6928  -2.3609  0.28
H  -1.1486  -2.3473  -0.5070  0.25
H  0.3486  -2.6958  -1.2187  0.26
H  1.9645  1.6368  -0.4915  0.23
H  1.3166  1.4208  -2.0753  0.25
H  2.2526  0.2151  -1.4413  0.26
H  -1.3124  1.2513  -0.8228  0.49
H  -0.1445  2.1459  0.2188  0.45
H  -2.2535  0.3429  0.8990  0.24
H  -1.2618  1.6025  1.8435  0.24
H  -0.7476  -1.1299  2.3581  0.26
H  1.4500  1.1820  1.9370  0.20
H  1.8621  -0.3892  2.5436  0.25

Output
highest occupied orbital energy: -14.110 eV
M: 141.194 Da
orbital gap: 0.38244 Eh
structure (SMILES): CC(=O)[C@@]1(C)[NH2+]C[C@@H]2CN21
charge: +1
DFT total energy: -12487.9474 eV

Entry 2:
Density functional theory data (ωB97M-V with the def2-TZVPD basis set) for an isolated ion of composition C7H13N2O2 and charge +1 in a non-equilibrium geometry.

Each line ends with the natural charge from an NBO analysis.
CARTESIAN COORDINATES (ANGSTROEM)
C  0.6285  2.4829  0.4859  -0.68
C  -0.5280  1.5451  0.7060  0.29
N  -1.6320  2.0518  1.2529  -0.14
O  -2.6347  1.1609  1.1558  -0.23
N  -1.9674  -0.1259  0.4009  0.40
O  -2.6560  -0.9911  -0.0065  -0.22
C  -0.7287  0.2202  0.2407  0.03
C  0.4944  -1.0665  -0.3129  0.15
C  0.0587  -1.1642  -1.8178  -0.67
C  0.0928  -2.3766  0.4913  -0.65
C  1.8242  -0.4492  -0.1021  -0.70
H  0.8023  2.7675  -0.5934  0.28
H  1.5479  2.1559  0.8302  0.26
H  0.4360  3.4996  0.8983  0.25
H  -1.8686  2.9432  1.5177  0.44
H  -0.6596  -1.9576  -1.9422  0.24
H  -0.5487  -0.3017  -2.3305  0.24
H  1.0048  -1.3915  -2.4347  0.24
H  -0.3992  -2.0437  1.3841  0.23
H  0.8132  -3.1000  0.4184  0.25
H  -0.8462  -2.8285  0.0717  0.24
H  2.0712  0.3808  -0.7750  0.24
H  2.6161  -1.1526  -0.5242  0.26
H  2.0791  -0.2588  0.9855  0.24

Output
highest occupied orbital energy (alpha / beta): -14.476 / -14.476 eV
M: 157.193 Da
orbital gap (alpha / beta): 0.34462 / 0.34463 Eh
structure (SMILES): Cc1[nH]o[n+](=O)c1C(C)(C)C
charge: +1
DFT total energy: -14531.4569 eV

Entry 3:
Density functional theory data (ωB97M-V with the def2-TZVPD basis set) for a 2-piece molecular cluster, C7H13N3O overall in a non-equilibrium geometry.

Each line ends with the natural charge from an NBO analysis.
CARTESIAN COORDINATES (ANGSTROEM)
C  0.6747  -0.0668  3.3481  -0.64
C  1.4022  0.2806  2.0918  0.10
C  2.6998  0.0774  1.7404  -0.12
N  2.7727  0.4436  0.4165  -0.52
C  1.5414  0.8576  0.0464  0.17
N  0.6948  0.7790  1.0222  -0.48
H  -0.1998  0.5601  3.4355  0.23
H  1.2452  -0.0424  4.2714  0.22
H  0.2562  -1.0632  3.2114  0.22
H  3.5717  -0.2949  2.2483  0.22
H  3.6255  0.5120  -0.1050  0.42
H  1.3693  1.2139  -0.9571  0.19
C  -1.1681  0.5150  -3.1596  -0.60
C  -1.5074  0.2959  -1.6817  -0.53
C  -2.0792  -1.0442  -1.4011  0.68
N  -2.0502  -1.4469  -0.0873  -0.84
O  -2.5307  -1.7991  -2.2377  -0.62
H  -1.9472  1.0550  -3.6851  0.21
H  -0.9245  -0.4203  -3.6280  0.23
H  -0.2517  1.0886  -3.2253  0.20
H  -0.6932  0.5388  -1.0130  0.24
H  -2.1966  1.0819  -1.3405  0.23
H  -2.4266  -2.3663  0.0706  0.40
H  -1.8781  -0.7552  0.6189  0.40

Output
highest occupied orbital energy: -8.932 eV
M: 155.201 Da
orbital gap: 0.35389 Eh
structure (SMILES): Cc1c[nH]cn1.CCC(N)=O
charge: 0
DFT total energy: -13988.1928 eV

Entry 4:
Density functional theory data (ωB97M-V with the def2-TZVPD basis set) for an isolated ion of composition C7H13N3O and charge +2 in a non-equilibrium geometry.

Each line ends with the natural charge from an NBO analysis.
CARTESIAN COORDINATES (ANGSTROEM)
C  -3.6770  -0.1373  -0.3855  -0.27
O  -2.3040  0.1948  -0.5967  -0.50
C  -1.4953  0.2929  0.5161  0.21
C  -0.6742  1.5401  0.4478  -0.09
C  0.6193  1.6073  0.1659  -0.26
C  1.4659  0.4399  -0.0916  0.11
C  2.5750  0.4206  -1.0628  -0.22
N  2.8680  0.4894  0.3722  -0.53
C  0.5739  -1.0837  0.1822  0.60
N  1.2042  -2.2136  0.0127  -0.73
N  -0.6578  -0.9397  0.5402  -0.52
H  -3.7961  -1.0994  0.1192  0.18
H  -4.1058  -0.1979  -1.3832  0.24
H  -4.1836  0.6436  0.1847  0.20
H  -2.0743  0.2907  1.4556  0.23
H  -1.2382  2.4498  0.5971  0.27
H  1.1148  2.5671  0.1043  0.26
H  2.8641  -0.4886  -1.5750  0.26
H  2.7644  1.3160  -1.6470  0.29
H  3.3207  -0.2965  0.8436  0.46
H  3.1967  1.3837  0.7547  0.47
H  2.1618  -2.3018  -0.2935  0.43
H  0.7052  -3.0941  0.1152  0.45
H  -1.2279  -1.7833  0.6241  0.44

Output
highest occupied orbital energy: -17.447 eV
M: 155.201 Da
orbital gap: 0.37088 Eh
structure (SMILES): CO[C@@H]1C=C[C@]2(C[NH2+]2)C(=[NH2+])N1
charge: +2
DFT total energy: -13968.7328 eV

Entry 5:
Density functional theory data (ωB97M-V with the def2-TZVPD basis set) for a 2-piece molecular cluster, C7H13N3O2 overall in a non-equilibrium geometry.

Each line ends with the natural charge from an NBO analysis.
CARTESIAN COORDINATES (ANGSTROEM)
C  -3.7755  -0.2833  -1.5206  -0.70
C  -3.2349  0.3364  -0.1593  0.65
O  -4.0463  0.7993  0.6249  -0.52
C  -1.6809  0.3433  0.1710  -0.56
C  -1.0073  1.1233  -0.7496  0.30
N  -0.5299  1.7700  -1.5410  -0.30
C  -1.0685  -1.0066  0.2292  0.63
C  -0.0556  -1.2426  1.3913  -0.74
O  -1.4408  -1.8909  -0.5410  -0.52
H  -4.7711  -0.3387  -1.4702  0.23
H  -3.2045  0.1948  -2.3102  0.24
H  -3.4357  -1.2909  -1.4093  0.25
H  -1.6786  0.8306  1.1634  0.28
H  -0.0489  -2.2941  1.5600  0.24
H  1.0265  -0.7448  1.1415  0.29
H  -0.4613  -0.8495  2.2776  0.22
C  3.2825  0.7883  1.0961  -0.43
N  2.5007  0.4106  -0.0735  -0.47
N  3.4610  -0.3393  -0.9529  -0.67
H  2.8529  1.6846  1.6306  0.21
H  3.1520  0.0397  1.8123  0.19
H  4.3389  0.7853  0.8951  0.17
H  2.2156  1.2329  -0.5377  0.34
H  3.2357  -0.1223  -1.9403  0.35
H  4.3741  0.0639  -0.7872  0.32

Output
highest occupied orbital energy: -9.073 eV
M: 171.200 Da
orbital gap: 0.35638 Eh
structure (SMILES): CC(=O)C(C#N)C(C)=O.CNN
charge: 0
DFT total energy: -16031.7097 eV

Entry 6:
Density functional theory data (ωB97M-V with the def2-TZVPD basis set) for a 2-piece molecular cluster, C7H13N3O2S overall in a non-equilibrium geometry.

Each line ends with the natural charge from an NBO analysis.
CARTESIAN COORDINATES (ANGSTROEM)
C  -0.5352  -3.6724  -1.1481  -0.24
C  -0.3955  -2.5011  -1.9296  -0.03
C  -1.1924  -3.2849  -0.0115  -0.12
C  2.3769  1.7900  -1.3527  -0.70
C  -0.9569  1.5179  2.7727  -0.63
C  2.1986  0.6339  -0.4064  0.23
C  -1.3278  1.1159  1.3609  -0.67
N  -0.9283  -1.5490  -1.1989  -0.51
N  -1.4056  -1.9636  -0.0505  -0.16
N  1.2650  0.6251  0.4231  -0.69
O  -0.6449  1.3564  -1.0779  -0.98
O  0.1759  3.0145  0.5404  -0.95
S  -0.0776  1.6272  0.1951  2.26
H  -0.2922  -4.6742  -1.3906  0.22
H  0.1314  -2.2153  -2.8703  0.20
H  -1.6258  -3.7407  0.9207  0.22
H  1.3923  2.2220  -1.5174  0.25
H  3.0473  2.4637  -0.8400  0.25
H  2.8975  1.6093  -2.2007  0.22
H  0.0738  1.3151  3.0591  0.23
H  -1.0864  2.5415  2.9144  0.22
H  -1.7044  1.0713  3.4862  0.22
H  2.8678  -0.1725  -0.3321  0.19
H  -0.8346  -0.5551  -1.3687  0.42
H  -2.2827  1.4889  0.9277  0.26
H  -1.1364  -0.0638  1.0952  0.27

Output
highest occupied orbital energy (alpha / beta): -4.327 / -9.503 eV
M: 203.267 Da
orbital gap (alpha / beta): 0.17784 / 0.27178 Eh
charge: 0
DFT total energy: -26862.9235 eV
2S+1: 3

Entry 7:
Density functional theory data (ωB97M-V with the def2-TZVPD basis set) for a 2-piece molecular cluster, C7H13N4O overall in a non-equilibrium geometry.

Each line ends with the natural charge from an NBO analysis.
CARTESIAN COORDINATES (ANGSTROEM)
C  0.4635  1.3766  1.8213  0.78
C  0.2624  -3.2104  0.5145  0.01
C  -1.4601  1.4955  0.1442  -0.26
C  1.9527  0.2088  0.5932  -0.33
C  -1.6687  1.1145  -1.3366  -0.23
C  0.3742  -0.0984  -1.5842  -0.28
C  0.7458  0.4274  -0.1797  0.56
N  -0.2123  -2.0544  0.5932  -0.67
N  1.8091  1.1388  1.6933  -0.59
N  -0.1885  1.0297  0.5158  -0.35
N  -1.0610  -0.1445  -1.5444  -0.65
O  -0.0959  1.9379  2.7208  -0.51
H  -0.2058  -4.1585  0.2637  0.18
H  1.3763  -3.2362  0.3910  0.15
H  -1.7360  2.5520  0.2575  0.27
H  -2.3234  0.9683  0.7153  0.25
H  1.9360  -0.8815  0.9590  0.29
H  2.8690  0.5144  0.0639  0.27
H  -2.7428  0.8679  -1.5632  0.24
H  -1.3063  1.9487  -2.0368  0.19
H  0.8011  0.5803  -2.2886  0.22
H  0.8026  -1.1078  -1.6515  0.26
H  2.3773  1.2692  2.4711  0.44
H  -1.1553  -1.8441  0.6721  0.36
H  -1.6140  -0.6944  -2.2047  0.41

Output
highest occupied orbital energy: -13.316 eV
M: 169.208 Da
orbital gap: 0.33005 Eh
charge: +1
DFT total energy: -15469.6457 eV

Entry 8:
Density functional theory data (ωB97M-V with the def2-TZVPD basis set) for a 2-piece molecular cluster, C7H13N4S overall in a non-equilibrium geometry.

Each line ends with the natural charge from an NBO analysis.
CARTESIAN COORDINATES (ANGSTROEM)
C  0.6486  1.6509  0.3599  -0.40
C  0.4861  1.3860  -1.1055  -0.40
C  0.8985  0.3615  1.1928  -0.39
C  -0.7234  0.4160  -1.1983  -0.50
C  -0.2470  -0.6061  0.9890  -0.48
C  -3.7276  -1.5634  -1.2085  -0.17
C  -0.5717  -0.8075  -0.4617  -0.05
N  -3.1060  -0.7367  0.7415  -0.11
N  -4.6156  -0.4240  -0.9043  -0.31
N  -2.8339  -1.7040  -0.0539  -0.25
N  -4.0711  0.0351  0.1897  -0.12
S  -4.6640  1.3737  0.9816  -0.32
H  1.4176  2.4360  0.4490  0.19
H  -0.3073  2.0678  0.8013  0.21
H  0.2396  2.3573  -1.5155  0.20
H  1.3703  1.0300  -1.7160  0.19
H  1.8682  0.0548  1.1032  0.18
H  0.6869  0.6159  2.2609  0.19
H  -1.6252  1.0151  -0.8413  0.22
H  -1.0079  0.0577  -2.2308  0.20
H  -0.0276  -1.5081  1.4768  0.20
H  -1.0972  -0.0579  1.4217  0.24
H  -4.3537  -2.3821  -1.5321  0.18
H  -3.1082  -1.4266  -2.1002  0.17
H  0.1510  -1.5373  -0.8879  0.15

Output
highest occupied orbital energy (alpha / beta): -2.492 / -3.509 eV
M: 185.276 Da
orbital gap (alpha / beta): 0.21832 / 0.26067 Eh
charge: -1
DFT total energy: -24261.0445 eV

Entry 9:
Density functional theory data (ωB97M-V with the def2-TZVPD basis set) for a 2-piece molecular cluster, C7H13N5 overall in a non-equilibrium geometry.

Each line ends with the natural charge from an NBO analysis.
CARTESIAN COORDINATES (ANGSTROEM)
H  -0.0778  -0.8691  -0.6098  0.33
N  0.7124  -1.1665  -0.0524  -0.72
C  1.7254  -0.4271  -0.3334  0.28
N  2.9599  -0.6288  0.1664  -0.44
N  4.0117  0.1350  -0.2437  -0.22
C  5.1333  -0.0837  0.3146  0.06
C  6.4275  0.6292  -0.0634  -0.66
H  1.6851  0.4362  -1.0246  0.17
H  3.1476  -1.3193  0.8843  0.38
H  5.2167  -0.8390  1.0922  0.14
H  6.4064  1.6738  0.2578  0.23
H  6.5992  0.6117  -1.1523  0.23
H  7.2804  0.1190  0.3978  0.22
N  -4.8913  -2.1170  -0.0041  -0.31
C  -4.1585  -1.2090  -0.0410  0.28
C  -3.3007  -0.0319  -0.0610  -0.16
C  -3.4171  0.9486  1.1334  -0.39
C  -3.2648  2.0329  0.0762  -0.22
N  -3.7090  1.0758  -0.9489  -0.59
H  -2.2622  -0.3413  -0.2292  0.21
H  -4.4140  0.9248  1.5846  0.22
H  -2.6654  0.9384  1.9387  0.22
H  -3.9205  2.9501  0.1431  0.20
H  -2.1947  2.3511  -0.0042  0.17
H  -3.2578  1.1201  -1.8523  0.36

Output
highest occupied orbital energy: -8.900 eV
M: 167.216 Da
orbital gap: 0.34888 Eh
structure (SMILES): [H]/N=C/N/N=C/C.N#C[C@@H]1CCN1
charge: 0
DFT total energy: -14917.4190 eV

Entry 10:
Density functional theory data (ωB97M-V with the def2-TZVPD basis set) for an isolated ion of composition C7H13N6O2 and charge +1 in a non-equilibrium geometry.

Each line ends with the natural charge from an NBO analysis.
CARTESIAN COORDINATES (ANGSTROEM)
H  -0.0501  -3.4972  0.9625  0.36
N  0.5889  -2.8366  1.2416  -0.65
C  0.5406  -1.7095  0.7431  0.45
C  1.5573  -0.6090  1.1736  -0.29
N  1.0973  -0.0312  2.5706  0.57
O  1.9598  0.6175  3.0645  -0.33
O  0.0093  -0.3472  2.9639  -0.29
C  1.7849  0.5066  0.2173  0.55
N  2.7508  1.4915  0.3119  -0.75
N  0.9656  0.6566  -0.7967  -0.48
C  -0.2695  -0.0835  -0.9140  0.12
C  -1.2770  0.9152  -0.3552  -0.25
C  -1.6994  2.0772  -1.1893  -0.41
C  -2.6089  0.8831  -1.1134  -0.40
N  -0.3384  -1.2974  -0.2140  -0.30
N  -1.1517  -2.2474  -0.9040  -0.65
H  2.3669  -1.2445  1.3279  0.30
H  3.4453  1.2936  0.9891  0.42
H  3.0670  2.3792  -0.2572  0.47
H  1.2288  1.2287  -1.5495  0.44
H  -0.5624  -0.3322  -2.0484  0.26
H  -1.1561  1.1603  0.6295  0.23
H  -1.2367  2.2731  -2.1022  0.20
H  -1.9464  2.8666  -0.5761  0.23
H  -3.6378  1.1114  -0.7056  0.25
H  -2.5857  0.2796  -1.9528  0.21
H  -2.1192  -2.3621  -0.5993  0.39
H  -0.7232  -3.1424  -0.9180  0.37

Output
highest occupied orbital energy: -12.916 eV
M: 213.221 Da
orbital gap: 0.31680 Eh
structure (SMILES): [H]/N=C1/[C@H]([N+](=O)[O-])C(=[NH2+])N[C@H](C2CC2)N1N
charge: +1
DFT total energy: -20492.7910 eV

Entry 11:
Density functional theory data (ωB97M-V with the def2-TZVPD basis set) for a 2-piece molecular cluster, C7H13NO overall in a non-equilibrium geometry.

Each line ends with the natural charge from an NBO analysis.
CARTESIAN COORDINATES (ANGSTROEM)
C  -0.2581  1.3185  -1.9999  -0.61
C  -0.8331  0.1847  -1.1562  -0.39
C  0.1889  -0.4805  -0.2461  -0.06
C  0.8165  0.4079  0.8114  -0.47
C  -0.1819  1.0314  1.7564  0.62
N  -0.9812  0.3142  2.5307  -0.83
C  -0.0137  -1.9380  0.0959  -0.43
C  1.0733  -1.5304  -0.8624  -0.42
H  -0.9954  1.6674  -2.7356  0.22
H  0.0255  2.1832  -1.3833  0.21
H  0.6365  0.9837  -2.5456  0.21
H  -1.6776  0.5605  -0.5565  0.20
H  -1.2573  -0.5838  -1.8199  0.21
H  1.5276  -0.1753  1.4176  0.25
H  1.3813  1.2356  0.3608  0.24
H  0.2866  -2.2788  1.0888  0.22
H  -0.8955  -2.4389  -0.3076  0.22
H  0.9281  -1.7459  -1.9223  0.22
H  2.1083  -1.5998  -0.5238  0.22
O  0.2127  2.0015  2.5181  -0.68
H  -1.4223  -0.4650  2.0541  0.38
H  -0.6693  1.3478  3.4254  0.49

Output
highest occupied orbital energy: -9.592 eV
M: 127.187 Da
orbital gap: 0.37690 Eh
charge: 0
DFT total energy: -11004.6739 eV

Entry 12:
Density functional theory data (ωB97M-V with the def2-TZVPD basis set) for a 2-piece molecular cluster, C7H13NO overall in a non-equilibrium geometry.

Each line ends with the natural charge from an NBO analysis.
CARTESIAN COORDINATES (ANGSTROEM)
C  2.6975  -2.8892  2.1146  0.50
C  -0.6058  -0.4838  1.2759  0.14
C  1.0031  -1.3606  -0.2568  -0.59
C  0.2428  1.0221  -0.6543  -0.59
C  -1.2303  -0.8110  -1.1751  -0.59
C  0.8300  0.8313  2.5358  -0.44
C  -0.1782  -0.3833  -0.1353  -0.15
N  -0.2583  -0.0335  2.4155  -0.40
O  2.6454  -3.9912  1.8747  -0.50
H  -1.5122  -1.0633  1.2621  0.16
H  1.2200  -1.4397  -1.2217  0.20
H  0.7054  -2.3573  -0.0102  0.21
H  1.9175  -1.1838  0.2638  0.21
H  -0.3547  1.8036  -0.4012  0.21
H  1.2641  1.2002  -0.4203  0.21
H  0.2687  0.9279  -1.8040  0.20
H  -1.8079  -1.7225  -0.8092  0.21
H  -0.8598  -1.0097  -2.1630  0.22
H  -1.9933  0.0606  -1.1682  0.21
H  1.2876  0.8112  3.6073  0.19
H  1.5835  0.5446  1.8922  0.18
H  0.4293  1.7948  2.4608  0.21

Output
highest occupied orbital energy: -9.056 eV
M: 127.187 Da
orbital gap: 0.36422 Eh
charge: 0
DFT total energy: -11005.1025 eV